Record 1
ORCA calculation (the ωB97M-V functional and the def2-TZVPD basis) on a cluster of 8 separate species, C31H37BF10NO26 in total at a distorted geometry.

Structure (XYZ):
```
106
Properties=species:S:1:pos:R:3
O -0.591 -2.692 -2.219
O -2.636 -1.768 -2.405
C 2.804 -0.804 5.928
H 0.751 4.720 -5.438
C -2.147 3.360 -2.725
H 5.690 1.954 -4.343
H -1.489 4.293 -4.460
H 0.370 -6.198 0.584
O 1.399 -4.379 3.039
H -3.511 1.121 -0.542
H 1.916 -5.336 0.479
C 0.618 -2.276 -1.578
H 2.700 0.124 2.934
O -2.841 -8.355 1.724
F 0.960 -0.372 -0.197
O -1.082 -0.843 -1.054
C 0.990 -5.435 1.046
H -4.429 -7.681 2.892
O 4.592 4.033 3.570
O -4.648 -5.552 2.893
H 0.376 6.238 -3.133
O 0.319 -4.160 1.086
F -3.192 -1.477 3.884
C -3.002 -2.628 3.206
O -5.932 4.391 -1.065
H 4.023 0.752 3.934
H -4.215 1.379 -2.154
H -3.674 -9.190 3.430
C -2.086 4.638 -1.885
H -0.333 3.805 -0.769
O 0.115 5.992 -4.026
H -2.776 -2.235 1.071
H -1.934 1.196 -2.458
H -3.590 1.484 -4.778
F 1.291 2.948 0.805
O 0.370 -2.431 2.517
C -2.202 2.078 -1.892
H 0.896 2.744 -4.019
N -1.148 5.261 0.304
C -1.129 4.538 -0.742
O -1.237 -7.892 3.210
H -4.386 -1.869 1.720
B -2.980 2.554 -4.779
F 5.330 2.411 -1.452
O -3.821 -3.648 3.775
O 4.639 0.190 -3.996
H -1.541 2.082 -1.022
O 4.839 0.230 -1.772
H 1.240 -1.729 -2.287
O -3.330 3.304 -3.500
O 4.083 -1.628 -2.798
C 1.672 3.589 1.935
H 0.627 3.670 -2.579
H 1.174 -3.132 -1.206
H -1.786 5.431 -2.568
C 0.872 4.833 -4.369
O 3.806 -1.586 5.420
H -1.954 -2.920 3.280
H 0.425 -6.203 3.020
O -4.216 2.998 -0.837
C -3.529 -2.539 1.793
H -3.062 4.911 -1.503
C -2.464 -7.438 3.778
C -1.516 -8.239 1.915
C -1.547 -1.765 -1.951
O -3.956 -3.890 1.561
H -1.919 5.926 0.225
C 3.792 -1.404 4.017
C 0.096 -1.382 -0.479
H 3.179 -2.182 3.559
C -1.132 3.424 -3.893
C 4.481 -0.516 -2.855
F 3.220 4.317 -4.592
F 2.533 5.190 -2.699
H 1.065 5.676 1.902
O 2.367 -0.902 7.022
H 2.293 5.254 0.696
F 2.386 -6.388 2.697
C 0.356 3.606 -3.627
C 4.984 1.532 -3.634
O 2.954 3.109 2.324
O -1.484 2.321 -4.661
C -5.362 3.366 -1.401
C 3.247 -0.011 3.864
H 6.633 1.118 -2.235
H -2.527 -6.359 3.674
H 0.951 3.375 2.725
C 1.934 5.057 1.707
F -2.487 -7.759 5.094
C 2.318 5.177 -4.047
C 3.614 4.148 2.912
H 4.085 2.149 -3.614
F 2.649 6.416 -4.500
C 0.672 -3.551 2.241
F 5.063 -1.497 3.542
C -3.494 -8.205 2.994
H -5.805 2.724 -2.168
O 2.991 5.318 2.647
O 2.377 0.088 5.000
O -0.696 -8.401 1.073
H -3.165 3.198 -5.809
C 5.566 1.346 -2.253
C -3.603 1.811 -1.377
H -0.160 -1.896 0.439
C -4.195 -4.460 2.754
C 1.242 -5.697 2.505
```

Calculated values
* gap between HOMO and LUMO: 6.254 eV
* DFT total energy: -115327.327 eV
* highest occupied orbital energy: -4.730 eV
* lowest unoccupied orbital energy: 0.0560 Ha
* maximum force: 2.09 eV/A
* charge: -1

=====

Record 2
ORCA calculation (the ωB97M-V functional and the def2-TZVPD basis) on an isolated molecule of C31H37BO4 at a distorted geometry.

Structure (XYZ):
```
73
Properties=species:S:1:pos:R:3
H -2.709 1.125 0.835
C -2.592 5.679 4.911
C -2.616 0.498 1.729
H -3.276 5.027 1.138
H -2.509 -1.967 0.568
C -1.267 3.449 5.050
C 3.615 -0.726 0.824
H -1.808 -2.055 4.722
H -2.754 -0.673 4.149
H 0.614 -2.230 1.942
C -0.071 3.326 8.671
C -1.634 -1.335 0.387
H -3.330 9.167 2.893
C 0.723 3.663 10.885
C 3.899 -1.002 3.206
H -0.688 1.845 7.241
H 0.310 -2.729 3.618
C -0.709 3.879 6.425
H 2.332 -0.179 4.445
H 1.618 3.515 1.989
C -0.209 5.183 6.627
H -1.962 3.415 2.480
H -4.599 9.255 1.607
H -2.832 -2.236 3.296
C 2.398 -0.054 1.057
C -0.093 2.837 4.299
H 0.234 1.976 4.907
C -3.251 6.662 4.173
O -3.989 7.391 1.951
O -0.217 -0.173 3.637
H 0.299 6.690 8.089
H 5.308 -1.742 1.727
H 4.474 -1.364 4.063
H -2.018 2.679 5.307
H 3.963 -0.869 -0.205
H -5.027 8.664 3.262
C -2.349 4.319 2.951
O -0.291 0.417 1.307
H 1.790 3.507 11.094
H -0.774 -1.977 0.186
H -3.533 7.609 4.652
C -3.452 6.460 2.782
H -0.764 2.182 10.358
C -2.061 4.529 4.303
H 0.865 1.740 9.834
C 4.368 -1.209 1.901
H 0.470 2.707 0.905
C 0.030 2.333 2.912
H 0.187 3.740 11.838
C -4.247 8.707 2.484
C -0.993 -1.141 2.956
C -0.168 -2.397 2.690
H -3.538 -0.085 1.831
C 0.555 3.227 1.869
C -3.072 5.222 2.195
C 0.226 4.691 8.909
H -0.167 5.858 5.764
C 1.910 0.125 2.353
H 1.839 0.307 0.192
C -2.172 -1.540 3.828
C 0.113 5.642 7.889
O 0.586 4.969 10.193
B 0.314 0.697 2.601
H -2.507 1.159 2.598
H -1.830 -0.745 -0.513
H -0.818 -3.211 2.344
C 2.680 -0.329 3.422
C -0.511 2.910 7.419
C 0.170 2.581 9.944
H 0.720 3.590 4.347
C -1.399 -0.404 1.570
H -0.027 4.157 1.777
H -2.454 5.824 5.983
```

Calculated values
* gap between HOMO and LUMO: 6.476 eV
* DFT total energy: -41612.459 eV
* highest occupied orbital energy: -8.112 eV
* lowest unoccupied orbital energy: -0.0601 Ha
* maximum force: 2.82 eV/A

=====

Record 3
ORCA calculation (the ωB97M-V functional and the def2-TZVPD basis) on a structure of composition C31H37GaIN7S2Te at a distorted geometry.

Structure (XYZ):
```
80
Properties=species:S:1:pos:R:3
C -0.286 -2.276 0.368
H -1.347 -1.113 4.978
C 3.065 2.818 -2.329
C -2.896 2.547 -2.266
N -1.631 -0.825 -2.546
H -3.079 -4.282 -1.638
H -0.537 0.902 -3.033
H -2.813 -3.422 0.677
C 4.325 2.756 -2.961
S -4.929 1.119 -1.703
H -3.697 -0.909 -2.905
H -1.168 -1.787 3.348
C -3.200 -3.279 -2.064
C -1.654 -1.474 -1.366
H -3.554 3.264 -4.243
H -2.808 0.345 -3.777
N 0.734 -0.593 1.752
N -2.720 -2.299 -1.117
C 0.647 3.046 -1.030
C 4.511 0.456 -2.390
C 1.087 -0.871 5.343
C 1.163 4.153 -1.711
N -0.708 -1.253 -0.471
C 2.364 4.039 -2.345
H -2.632 -3.231 -2.988
H 6.021 1.556 -3.456
H -0.285 3.188 -0.487
C -3.202 -2.503 0.227
S -0.786 3.091 4.196
C 0.113 -4.621 0.834
H -5.728 1.836 -3.900
N 2.198 0.590 3.124
H 3.090 0.032 1.326
H 1.192 -5.059 2.635
H -4.260 -3.127 -2.282
C 1.118 -0.193 2.969
H 4.074 1.053 2.393
H -2.921 -1.658 0.854
C 5.049 1.601 -2.987
C 2.500 1.671 -1.675
H -1.950 3.057 -2.197
C 3.067 0.879 2.006
H 0.845 -1.888 5.672
C -3.767 2.661 -3.376
H 1.569 -2.704 3.179
H 2.728 1.772 1.465
H -1.496 -0.055 3.564
H 5.066 -0.469 -2.422
C 0.436 -1.935 1.528
H 3.315 1.358 4.723
C -0.392 -3.623 0.024
C -4.907 1.944 -3.219
H 1.550 1.509 4.910
H 0.410 -0.474 -2.427
H 2.398 2.549 3.781
C -2.768 -0.687 -3.424
C 2.370 1.542 4.203
C -0.964 -0.917 3.979
C 0.786 -4.288 1.995
N 0.449 -0.615 4.073
H -0.263 -0.509 -4.073
C 0.972 -2.956 2.314
Te -2.560 1.437 0.637
I 2.618 -1.384 -1.037
Ga 0.008 0.739 0.334
N 0.288 2.148 1.834
C 3.286 0.497 -1.777
C 1.256 1.809 -0.985
H 0.009 -5.653 0.535
H -2.674 -1.333 -4.302
C -3.370 1.737 -1.281
H 2.168 -0.798 5.233
C -0.189 2.562 2.833
H 4.711 3.656 -3.421
H 0.750 -0.174 6.117
H -0.853 -3.889 -0.913
H 2.803 4.878 -2.865
C -0.437 -0.187 -3.042
H 0.610 5.082 -1.723
H -4.290 -2.564 0.191
```

Calculated values
* gap between HOMO and LUMO: 7.416 eV
* DFT total energy: -132619.947 eV
* highest occupied orbital energy: -7.017 eV
* lowest unoccupied orbital energy: 0.0147 Ha
* maximum force: 1.67 eV/A